48
Properties=species:S:1:pos:R:3:mulliken_charge:R:1 method="wB97M-V/def2-TZVPD" largest_force_ev_per_a=8.960 mol_weight_da=609.58 multiplicity=1 e_tot_ev=-101989.5006 homo_lumo_gap_ev=1.43
C 2.62292 1.71015 1.23054 -0.767
C 1.41000 1.36837 0.14803 0.044
O 1.46314 0.18297 -0.46810 -0.410
N 0.35885 2.43747 -0.06931 0.141
C -0.37501 2.16574 -1.37259 -0.850
C -0.62917 2.45453 1.11603 -0.255
C -1.51073 3.83299 1.20321 -0.556
C -2.89794 3.83250 0.33085 -0.589
C -3.73339 2.42225 0.34815 -0.467
O -4.19382 2.08996 1.73342 -0.023
S -4.79874 0.48954 1.78553 0.611
O -3.57859 -0.47050 1.51769 -0.407
O -5.86778 0.19944 0.45181 -0.456
H 3.67001 1.73186 0.70872 0.369
H 2.52642 0.91775 2.09867 0.265
H 2.35896 2.75823 1.72883 0.200
H -0.92403 1.12455 -1.32908 0.326
H 0.45439 2.07003 -2.20654 0.360
H -1.13048 3.01148 -1.68679 0.209
H -1.24760 1.46070 1.16810 0.345
H 0.07130 2.44731 2.08308 0.437
H -1.71367 4.16309 2.31959 0.048
H -0.82565 4.69593 0.74372 0.235
H -2.68000 4.23957 -0.76583 0.243
H -3.60255 4.65762 0.82923 0.334
H -4.73208 2.44978 -0.30041 0.446
H -3.06890 1.54360 -0.10969 0.385
H -6.62980 -0.40647 0.76245 0.377
F 2.27902 -2.61024 -2.95038 -0.484
Al 0.67018 -3.30179 -2.52968 0.953
F 0.68656 -3.86202 -0.81812 -0.464
F 0.31344 -4.69481 -3.61395 -0.474
F -0.59820 -2.04007 -2.73630 -0.504
Na -0.22980 4.56185 -1.20241 0.794
Al -3.52980 3.13244 3.23582 0.314
F 3.37852 -1.91813 0.25327 -0.203
P 4.86985 -1.84724 0.69867 0.823
F 5.77347 -1.92646 1.96555 -0.345
F 5.25328 -2.45797 -0.68288 -0.306
F 4.17772 -0.60718 1.33879 -0.119
F 5.91860 -0.87407 0.08133 -0.337
F 4.71995 -3.30189 1.23603 -0.333
Cl 4.87020 1.10244 2.49868 -0.300
C -0.23065 -7.44116 -1.80372 0.910
O -0.25098 -8.20852 -2.75376 -0.674
O -1.21613 -7.10849 -1.13530 -0.393
O 0.77855 -6.87858 -1.36366 -0.389
Li 1.57020 -9.29855 -3.71730 0.935



6
Properties=species:S:1:pos:R:3:mulliken_charge:R:1 method="wB97M-V/def2-TZVPD" largest_force_ev_per_a=4.869 mol_weight_da=137.94 multiplicity=1 e_tot_ev=-76338.7197 smiles=N#C[C@H](F)Br relative_energy_ev=0.1260 homo_lumo_gap_ev=11.87
C 0.97564 -0.34397 0.08427 0.004
C -0.42182 0.09750 0.05460 0.302
N 2.09400 -0.49694 0.01904 -0.284
F -0.92410 -0.26960 1.28847 -0.204
Br -1.41827 -0.29319 -1.42680 -0.007
H -0.30545 1.30620 -0.01957 0.188